Record 1
# C6H12Cl12

6 unconnected molecules or ions with the total composition C6H12Cl12 at a distorted geometry (ωB97M-V with the def2-TZVPD basis set, the Open Molecules 2025 dataset).

Positions of all 30 atoms, in Å:
Cl: -1.4874 0.1223 0.4237
Cl: -2.4581 -3.2393 1.6232
Cl: 0.1880 0.9323 -3.7209
Cl: -0.1627 0.9120 3.5314
Cl: 3.1553 1.9618 0.2736
Cl: 5.0303 4.0729 1.0170
Cl: -1.8673 -1.8686 -3.8107
Cl: -0.7765 2.7608 -0.5981
Cl: 0.9234 1.3798 -6.5398
Cl: -0.2741 -3.9684 -2.5077
Cl: -1.3151 -3.2481 4.3402
Cl: -2.2980 0.4372 5.5175
C: -1.8610 -2.2586 2.9867
C: 4.6850 2.8158 -0.1524
C: -0.1572 1.1777 -0.1389
C: -1.7628 -2.9931 -2.4546
C: -0.2385 0.6093 -5.4259
C: -0.5645 0.6239 5.2435
H: -0.2435 -0.4524 -5.6360
H: -2.6127 -3.6603 -2.5189
H: 0.5028 1.3915 0.6976
H: -1.7366 -2.4282 -1.5339
H: 4.5262 3.2078 -1.1511
H: 0.4735 0.7622 -0.9154
H: -0.1890 1.4716 5.8004
H: -0.1026 -0.3135 5.5276
H: 5.4880 2.0895 -0.2064
H: -1.2063 1.0431 -5.6450
H: -0.9894 -1.7161 2.6468
H: -2.6689 -1.6247 3.3266

The HOMO energy comes out at -10.843 eV. The net charge is 0. As for the structure (SMILES): ClCCl.ClCCl.ClCCl.ClCCl.ClCCl.ClCCl. The value obtained for the energy is -156685.688 eV. The value obtained for the LUMO energy is 0.0194 hartree.

Results of the natural (NBO) charge analysis, in e, for atoms 1 through 2: Cl -0.038; Cl -0.044


Record 2
# ClH2O2PS

ClH2O2PS in the gas phase at a distorted geometry (ωB97M-V with the def2-TZVPD basis set, the Open Molecules 2025 dataset).

Positions of all 7 atoms, in Å:
Cl: -0.7590 -1.1994 -1.6264
S: 1.5876 1.2424 -0.7396
P: 0.1884 0.0495 -0.1209
O: -1.0669 0.8735 0.5467
O: 0.4520 -1.0438 1.0137
H: -1.2474 1.7854 0.3421
H: 0.8453 -1.7075 0.5844

The HOMO energy comes out at -9.812 eV. The net charge is 0. As for the structure (SMILES): OP(O)(=S)Cl. The value obtained for the energy is -36776.185 eV. The value obtained for the LUMO energy is 0.0025 hartree.

Results of the natural (NBO) charge analysis, in e, for atoms 1 through 2: Cl -0.313; S -0.502


Record 3
# C7H16N2O2

2 unconnected molecules or ions with the total composition C7H16N2O2 at a distorted geometry (ωB97M-V with the def2-TZVPD basis set, the Open Molecules 2025 dataset).

Positions of all 27 atoms, in Å:
O: -0.0222 0.3966 3.8755
O: 0.5566 0.8886 -3.6355
N: 0.7153 -0.3694 1.8542
N: -0.6907 1.8148 -1.9765
C: 1.9224 -0.7356 2.6117
C: -0.1737 0.2779 2.6516
C: -1.5445 0.7510 2.1167
C: 1.4979 -1.3198 -0.5240
C: -0.5132 1.0146 -3.0586
C: -1.6290 -0.0823 -3.0737
C: 0.4619 -0.6067 0.4111
H: 2.0618 -2.1751 0.1645
H: -2.3747 0.1123 -2.3086
H: -2.0290 -0.3633 -4.0446
H: -0.3777 -1.2476 0.3428
H: 0.2068 2.3183 -1.7871
H: 2.7436 -0.5804 1.8369
H: -1.1690 -1.0915 -3.1210
H: 1.1258 -1.3719 -1.5589
H: 0.2729 0.3524 -0.1002
H: 1.8002 -2.0181 2.4781
H: -1.7909 0.2294 1.1755
H: -2.3343 0.4677 2.7123
H: 2.3240 -0.6275 -0.5505
H: -1.4828 1.7551 1.8194
H: -1.5497 2.3271 -1.8030
H: 1.9922 -0.1166 3.4919

The HOMO energy comes out at -8.871 eV. The net charge is 0. As for the structure (SMILES): CCN(C)C(C)=O.CC(N)=O. The value obtained for the energy is -14591.324 eV. The value obtained for the LUMO energy is 0.0158 hartree.

Results of the natural (NBO) charge analysis, in e, for atoms 1 through 2: O -0.654; O -0.600


Record 4
# C24H41NP2Y

A molecular structure, C24H41NP2Y at a distorted geometry (ωB97M-V with the def2-TZVPD basis set, the Open Molecules 2025 dataset).

Positions of all 69 atoms, in Å:
Y: 0.1081 -0.4383 -5.3585
P: 1.1841 1.9500 -1.8842
P: -1.8349 0.9814 -1.5098
N: 0.9969 2.4185 1.0051
C: 1.0677 2.2020 -0.1443
C: 1.0316 2.3475 -6.4876
C: 2.0051 3.4744 -2.3657
C: -0.4796 1.7757 -2.6264
C: -0.7574 -0.9646 1.8228
C: 2.7924 -1.5719 0.8962
C: -1.2783 1.2756 -6.0422
C: 0.3893 -2.3811 0.4228
C: 0.7172 -3.4972 -0.4892
C: -1.8009 0.0262 -6.4030
C: -0.4381 2.1679 -6.9641
C: -0.9032 -2.0322 0.8957
C: -1.0353 -1.0007 -7.2362
C: -3.1991 1.6845 -2.5360
C: 1.1948 0.2013 3.0005
C: 1.6685 1.0058 -6.1224
C: 1.5896 -0.1491 -6.9023
C: -1.9742 -0.7201 -2.2793
C: 1.3313 -1.5454 1.0825
C: 0.4078 -0.5787 -7.8262
C: 0.6263 -0.7183 1.9981
C: -2.1698 -2.7118 0.5586
C: -1.8366 -0.2006 2.4732
C: 2.0403 0.3735 -2.0208
H: 2.3605 -0.9430 -6.7842
H: 1.6271 -3.2990 -1.0728
H: 0.8116 -1.4972 -8.2916
H: 2.3967 1.0686 -5.2954
H: 0.9004 -4.4230 0.0827
H: 1.0743 3.0144 -5.6052
H: -4.0937 1.0638 -2.4128
H: -1.9669 -0.7525 -3.3963
H: 1.3187 -0.4581 -2.0971
H: -2.9608 -1.0804 -1.9426
H: -1.6766 -0.1423 3.5582
H: 2.6085 0.2241 -1.0945
H: -0.5005 1.2687 -3.6459
H: -1.8495 0.8333 2.0891
H: -2.9583 1.7453 -3.6093
H: 3.2741 -2.2569 1.6100
H: -1.7636 1.8512 -5.2285
H: 3.0566 -1.9090 -0.1142
H: 3.2233 -0.5747 1.0582
H: -2.8170 -0.6551 2.2899
H: 0.2074 0.1604 -8.6158
H: 3.0593 3.3991 -2.0434
H: 0.8276 -0.0357 4.0107
H: -2.8343 -0.2560 -6.1367
H: -2.1135 -3.2437 -0.3990
H: -0.1027 -3.7101 -1.1875
H: 0.9295 1.2479 2.7840
H: 2.7539 0.3101 -2.8572
H: -0.4654 1.8257 -8.0105
H: 2.2864 0.1287 3.0084
H: -3.0010 -1.9977 0.5187
H: -2.4272 -3.4567 1.3271
H: 1.6334 2.8776 -7.2569
H: -1.2152 -1.4054 -1.8686
H: 1.8900 3.6708 -3.4412
H: -0.8496 2.8208 -2.7502
H: -0.9096 3.1676 -7.0013
H: -0.8922 -1.9697 -6.6813
H: -1.6840 -1.2789 -8.0756
H: 1.4996 4.2572 -1.7697
H: -3.4070 2.6963 -2.1666

The HOMO energy (alpha / beta) comes out at -6.949 / -6.991 eV. The net charge is +1. The value obtained for the energy is -46647.649 eV. The value obtained for the LUMO energy (alpha / beta) is -0.1772 / -0.1662 hartree.

Results of the natural (NBO) charge analysis, in e, for atoms 1 through 2: Y 1.774; P 1.528


Question: Number 2 is which compound?
Answer: ClH2O2PS


Question: Among the records above, which one has the lowest energy?
Answer: C6H12Cl12


Question: Which value of net charge does entry 3 give?
Answer: 0


Question: What is the formula in the fourth record?
Answer: C24H41NP2Y